98
Properties=species:S:1:pos:R:3 method="wB97M-V/def2-TZVPD" gap_ev="6.011 / 2.619" multiplicity=5 homo_energy_ev="-8.36 / -9.05" charge=+1 de_lowest_kcal_mol=28.9
C 0.05621 -1.73449 4.37613
C 2.68946 -1.21711 3.65980
C -2.98346 -5.01554 -3.26954
H 0.94640 3.93730 -4.46087
C 4.95558 3.93626 -3.00562
C -2.98943 -2.02118 -5.40907
C 2.08971 1.14678 -1.77208
N -1.15228 2.09140 0.73513
H -3.61706 -0.82892 -1.15484
H -4.11098 3.63713 0.81027
H -1.14134 -5.08875 -0.47627
C -0.44061 2.92645 1.47918
H 3.65597 3.35129 0.80453
H 3.41444 5.75208 4.33390
C 1.39069 0.72543 -5.39493
C 1.09912 -2.19643 5.16434
Cl -0.97704 -0.47714 2.25109
N 1.31076 1.94400 -1.00448
C -1.80335 -1.47047 -3.35329
C 3.87971 4.25658 -2.17977
S 2.04292 0.22035 1.44681
C -5.23390 0.47431 -1.67763
C -2.96381 0.75752 -2.44302
C 1.55062 2.10108 -5.37154
H 0.57369 2.62339 1.68789
C 2.41119 -1.94464 4.80274
H -0.86898 5.57908 3.38916
C -3.34579 1.88591 -3.15453
C -0.07429 2.26088 -3.60840
H -4.95676 3.19395 -3.66472
H -2.72051 -6.48106 -1.74088
C 3.00488 3.24137 -1.86614
H 3.22898 -2.30438 5.40496
C -1.90913 -2.81409 -2.90110
H 3.74569 5.25225 -1.78651
Ir -0.00211 0.25052 -0.18426
C -2.49016 -5.48719 -2.08953
C -3.06410 3.46955 1.00910
C 6.16372 4.53903 2.75017
Cl 4.32194 -0.91009 3.22966
H 2.24665 2.57841 -6.04428
H 0.39246 -0.95799 -4.54179
H 0.88671 -2.75703 6.05868
C 5.38049 5.21096 3.68985
H 8.08164 3.84057 2.12202
C 5.13618 2.65083 -3.49164
H -3.35760 -1.70521 -6.37202
C -2.33408 -1.11273 -4.58003
H -2.97229 1.62393 -0.09694
C 4.13858 3.88721 1.60740
C 3.18797 1.94396 -2.35450
C -0.97636 4.10039 2.02116
N 1.97858 4.59278 2.35740
H 1.66821 4.37896 1.40835
C -3.19745 -3.29227 -4.95767
H 5.86048 5.73289 4.50399
C 3.36123 4.58405 2.53969
H -5.96934 -0.07948 -1.11381
H 7.97559 4.24828 3.84477
H -3.74514 -4.01068 -5.54899
C 0.81729 2.86514 -4.47887
C 1.05285 5.08705 3.22635
O 1.27466 5.63657 4.27848
H -6.63506 1.93847 -2.35822
C -2.33343 4.35393 1.77519
C 1.79027 3.21449 -0.98876
H 5.99177 2.43742 -4.11486
H -0.61209 2.85985 -2.88563
H 4.39080 0.61607 -3.52986
C 0.49469 0.11737 -4.53768
H -2.25185 -0.08733 -4.91466
C 0.33902 -1.01954 3.22909
I 0.26606 -2.53749 -0.58329
O 1.83113 -0.04941 -1.88886
C 4.00488 5.23140 3.59924
C -5.60615 1.61136 -2.37986
H 6.09171 3.32456 0.98450
C -0.26217 0.88083 -3.65007
H -2.79584 5.23459 2.19917
C -4.66446 2.31115 -3.11504
O 1.32957 4.14689 -0.35418
C 1.65412 -0.72588 2.83788
H 8.04806 5.52978 2.64560
C -1.61883 -4.68063 -1.35200
P -1.28052 0.03346 -2.40118
H -2.62675 2.42366 -3.75207
N -0.28350 4.97152 2.82555
C 7.65373 4.53242 2.84391
C -2.69734 -3.70601 -3.70679
C -1.32470 -3.39879 -1.74709
C 5.51180 3.86984 1.71495
H 1.96972 0.12234 -6.07716
C -3.91822 0.05672 -1.70246
C -2.43301 2.34710 0.49559
H -3.59164 -5.63791 -3.90657
C 4.25188 1.62377 -3.16855
H -0.96928 -1.92203 4.64950
H 5.67038 4.70394 -3.25872

15
Properties=species:S:1:pos:R:3 method="wB97M-V/def2-TZVPD" gap_ev=9.190 homo_energy_ev=-8.27 smiles="N#CCC/C=C/N" de_lowest_kcal_mol=25.3
N -1.82817 -0.15484 1.77001
C -0.78311 0.29372 0.95795
H -0.07303 -0.12794 -2.10924
N 1.33439 -2.09010 0.68102
C 1.44024 -1.13299 0.03917
H -1.91582 0.66983 -0.75251
C 0.22023 0.58550 -1.32794
H 2.27253 -0.09444 -1.55971
H -2.40234 -0.81933 1.26613
H -1.49004 -0.59881 2.61307
H 0.17856 0.33991 1.46176
C 1.56380 0.10543 -0.75083
C -0.91213 0.61361 -0.33430
H 0.38492 1.53889 -1.84732
H 2.00997 0.87156 -0.10726

15
Properties=species:S:1:pos:R:3 method="wB97M-V/def2-TZVPD" gap_ev=10.678 homo_energy_ev=-9.83 smiles="O=C1NCCO1.N" de_lowest_kcal_mol=13.4
H 1.81122 0.82778 1.67128
H 0.98644 -0.47202 -0.70098
N 0.01610 -0.27619 -0.94459
C -1.60599 -0.57789 0.68718
N 2.22891 0.74826 0.74867
O 0.13146 2.03722 -0.66138
C -0.35637 0.96232 -0.42688
H 2.04105 1.63368 0.28338
H -0.59183 -2.23454 -0.36663
H -1.07386 -0.86031 1.60533
O -1.40511 0.81433 0.43244
C -1.00013 -1.23932 -0.54805
H -2.67522 -0.74710 0.81785
H 3.23062 0.66346 0.86789
H -1.74563 -1.30926 -1.34795

129
Properties=species:S:1:pos:R:3 method="wB97M-V/def2-TZVPD" gap_ev=8.214 homo_energy_ev=-8.31 de_lowest_kcal_mol=0.0
S 5.30501 -2.02911 -2.53771
C 1.63049 -0.31058 -4.60380
C 0.82438 -0.17446 0.12570
H 4.11452 6.66528 2.83047
O 4.78902 -0.71442 -3.30671
C -3.19859 -1.89091 -2.31200
H -6.24265 -2.52445 -2.45387
H 5.60896 0.99031 -4.15698
C 4.65424 1.51808 -2.28104
C -0.94488 -6.36083 -3.57792
C -0.77159 2.19084 3.88987
H -0.84999 1.72845 -0.05763
C 2.59503 2.09743 2.11188
O 1.86845 -4.30120 4.43536
H 3.51277 1.17594 4.14494
H -0.20022 2.95977 4.39521
O 0.23813 -2.58811 3.55731
H 3.53887 1.71346 1.74030
H 5.12132 -0.98366 -0.36605
O -3.41134 -2.43089 0.29937
C -1.79388 0.65176 8.13577
H -2.67726 -0.57489 6.55338
O -2.32492 1.10278 -6.82300
H -5.40798 -0.01265 -2.93685
H -2.02217 -6.69924 -1.73025
H -6.95409 -0.42413 -3.66744
H 2.28219 -0.49860 -3.75103
H 1.84698 1.29310 2.09093
H -0.27735 1.88265 2.95983
O -2.22633 1.25706 5.79376
H -0.26457 -0.40370 -3.58658
O -4.69879 -3.87079 -1.27624
S -1.00827 0.69714 4.89601
H 3.42125 7.19665 1.35817
O 2.60516 -1.99499 4.22032
H -1.85469 1.70985 -1.55960
H 2.93008 -0.57040 2.71019
H 3.53905 -1.34199 -1.14267
H -2.97098 -6.81959 -3.18070
H -2.09665 4.67314 2.58729
O 2.59173 -5.67756 -2.55077
O -4.40761 1.93488 -0.40346
O 0.68191 3.52078 0.91025
H 1.46417 -4.07095 1.54624
O -2.96381 0.37748 0.99022
H 2.37170 4.91225 3.18145
O 6.74730 -1.93934 -2.44747
O -3.12141 2.72480 1.54640
O -1.45765 -0.36006 4.02280
H -2.73919 -0.97398 -1.94019
S -1.91345 1.12692 -5.44569
H 3.61640 1.64065 -2.58170
C -6.43826 -0.29995 -2.71633
C -1.73446 2.12445 -0.55943
H -0.76287 0.32384 8.02724
H -1.75714 2.45042 3.50327
H -6.86512 0.50935 -2.12926
C -2.17544 -6.23939 -2.70577
H -0.92538 -7.37467 -3.98399
H 0.43508 1.23318 -3.68525
H 4.67509 1.18817 -1.23995
O -2.68626 0.44755 -4.42347
C 5.43122 0.55419 -3.17627
C -3.76904 4.02823 1.36372
H 0.37049 -3.73651 -2.11818
S 1.57471 -3.13684 3.64970
H -2.54105 -5.21852 -2.60881
H -7.34482 -1.66183 -1.36005
H -4.84993 3.93114 1.39269
H 6.41365 0.37708 -2.73280
S -3.21634 1.65413 0.35925
H -2.18257 0.07808 8.97828
H 1.45492 -1.28176 -5.06680
O 4.67994 -3.19397 -3.08158
O 0.23950 -6.24779 -2.77834
H 1.05930 0.74813 -0.44099
O 0.13851 0.49031 5.72804
H 0.92330 -1.40231 -1.60583
C 2.19848 -3.41566 2.01262
O 2.66455 2.84744 -0.46386
H 1.71620 -3.04113 -3.06802
H -0.70681 3.09072 -5.54755
O 0.18151 0.16000 1.33261
C 3.15854 6.72150 2.30165
S 1.47733 -5.41026 -3.40227
S -4.15285 -2.57737 -0.93555
H -3.31730 5.92624 2.33211
C 3.23230 0.25590 4.65401
H 2.66138 0.41689 5.56536
H -1.21690 2.88257 -3.87738
O -0.42265 0.51329 -5.43522
H 5.19517 2.46406 -2.23363
C 2.44489 5.40770 2.20602
S 2.09022 3.24000 0.79915
H 0.18225 -3.49177 -3.91208
H 2.18736 -2.40337 1.60450
H -3.64018 4.64771 3.43203
H 1.39587 5.62242 1.97411
H 1.89092 -0.40773 0.32123
H 2.15997 0.37186 -5.26838
H -2.35367 -2.55884 -2.47735
O 1.60438 -5.75709 -4.79142
O -0.44131 -2.36342 -0.35238
Pb -1.49240 -1.66684 1.76371
O 2.98380 4.55142 1.19495
C -6.40347 -1.59578 -1.90731
H 3.17964 -3.87620 2.00486
C 0.86061 -3.71036 -3.08956
H -3.44844 4.37946 0.38163
H 1.42926 -0.38542 3.59894
C -1.55483 2.84443 -4.90948
C 0.15849 -1.20465 -0.82379
C -2.67952 0.45765 6.91274
H -1.05672 -5.67733 -4.42152
H 2.51324 7.35380 2.91326
O -5.35016 -1.46476 -0.92911
H 4.14382 -0.27270 4.94079
C -3.16296 4.85370 2.47114
C 0.29041 0.28945 -4.22279
C 4.55556 -1.68735 -0.96585
H -1.78986 1.72259 8.34397
H -3.81999 -1.64779 -3.16632
H -1.57880 3.20095 -0.59650
H -3.68986 0.78689 7.13954
H -2.41048 3.48511 -5.09064
H 2.45848 2.59439 3.06702
C 2.47469 -0.68058 3.70350
H 4.47272 -2.67502 -0.51332
H -0.51869 -0.66139 -1.51529